Arrangement P

{"formula": "C4H3I", "method": "ωB97M-V/def2-TZVPD", "symbols": ["C", "C", "C", "C", "I", "H", "H", "H"], "xyz": [[-0.262, -0.462, 0.031], [0.593, 1.272, 1.153], [-0.574, 0.508, 1.123], [0.320, -0.824, -1.065], [2.376, -0.410, -1.789], [-1.201, 1.233, 0.569], [-1.277, 0.127, 1.786], [0.027, -1.444, -1.809]], "lowdin_charge": [-0.11, 0.26, -0.40, -0.55, 0.60, 0.16, 0.09, -0.04], "multiplicity": 1, "lumo_ev": [-1.20, -0.58], "charge": 0, "orbital_gap_ev": [7.38, 7.78], "homo_energy_ev": [-8.6, -8.4]}


Arrangement Q

{"formula": "C4H3I", "method": "ωB97M-V/def2-TZVPD", "symbols": ["C", "C", "C", "C", "I", "H", "H", "H"], "xyz": [[0.830, 0.495, -0.258], [-0.245, 1.453, -0.240], [-0.198, -0.431, -0.278], [-1.083, 0.378, 0.573], [-3.506, 0.059, 0.026], [1.857, 0.801, -0.281], [-0.564, -1.185, -0.992], [-0.930, 0.400, 1.636]], "lowdin_charge": [-0.09, 0.08, -0.16, -0.49, 0.37, 0.10, 0.12, 0.07], "multiplicity": 1, "lumo_ev": -0.38, "charge": 0, "orbital_gap_ev": 8.94, "homo_energy_ev": -9.3, "smiles": "I[C@@H]1C2=C[C@H]21"}


Arrangement R

{"formula": "C4H3I", "method": "ωB97M-V/def2-TZVPD", "symbols": ["C", "C", "C", "C", "I", "H", "H", "H"], "xyz": [[-0.790, -0.416, -0.060], [-1.971, -0.279, 0.097], [1.407, 0.524, 0.108], [0.762, -0.631, -0.097], [-3.971, 0.186, -0.078], [2.475, 0.634, 0.049], [1.056, 1.585, 0.320], [1.033, -1.603, -0.340]], "lowdin_charge": [-0.17, -0.69, -0.01, -0.13, 0.79, 0.04, 0.10, 0.06], "multiplicity": 1, "lumo_ev": 0.29, "charge": 0, "orbital_gap_ev": 9.37, "homo_energy_ev": -9.1, "smiles": "C=CC#CI"}


Stability verdict: arrangement R, ahead by 186.5 kJ/mol


Arrangement P

{"formula": "C2H7N2O2", "method": "ωB97M-V/def2-TZVPD", "symbols": ["C", "C", "N", "N", "O", "O", "H", "H", "H", "H", "H", "H", "H"], "xyz": [[-0.111, 0.702, -1.116], [-0.813, -0.093, 1.078], [1.600, -0.162, 0.550], [0.080, -0.239, -0.014], [2.251, 0.644, 0.090], [0.121, -1.483, -0.557], [0.290, 1.581, -0.624], [0.497, 0.373, -1.842], [-1.105, 0.761, -1.502], [-0.733, -0.924, 1.713], [-0.658, 0.946, 1.453], [-1.811, 0.007, 0.708], [0.392, -2.113, 0.064]], "lowdin_charge": [0.06, 0.03, 0.17, -0.40, 0.22, 0.11, 0.12, 0.08, 0.13, 0.11, 0.15, 0.12, 0.11], "multiplicity": 1, "lumo_ev": -6.06, "charge": 1, "orbital_gap_ev": 9.93, "homo_energy_ev": -16.0, "smiles": "C[N+](C)(O)N=O"}


Arrangement Q

{"formula": "C2H7N2O2", "method": "ωB97M-V/def2-TZVPD", "symbols": ["C", "C", "N", "N", "O", "O", "H", "H", "H", "H", "H", "H", "H"], "xyz": [[-0.728, -0.179, 0.137], [1.406, 0.829, 0.002], [-3.042, 0.329, -0.174], [2.011, -0.416, -0.017], [-0.402, -1.281, -0.143], [-1.639, 0.616, 0.189], [1.355, 1.493, 0.929], [1.340, 1.433, -0.877], [-3.823, 0.621, 0.505], [-3.035, -0.675, -0.362], [2.629, -0.706, -0.776], [1.314, -1.301, -0.182], [2.614, -0.761, 0.769]], "lowdin_charge": [-0.35, -0.01, 0.15, 0.04, 0.11, 0.05, 0.12, 0.08, 0.16, 0.10, 0.17, 0.18, 0.20], "multiplicity": 1, "lumo_ev": [-4.47, -4.47], "charge": 1, "orbital_gap_ev": [9.02, 9.02], "homo_energy_ev": [-13.5, -13.5]}


Arrangement R

{"formula": "C2H7N2O2", "method": "ωB97M-V/def2-TZVPD", "symbols": ["C", "C", "N", "N", "O", "O", "H", "H", "H", "H", "H", "H", "H"], "xyz": [[0.783, -2.137, 0.233], [-0.779, 1.825, 0.233], [-0.088, -0.509, 0.354], [-0.106, 0.644, -0.390], [-0.849, -0.549, 1.294], [0.738, 0.930, -1.418], [0.039, -2.578, 0.861], [0.798, -2.570, -0.762], [1.706, -1.883, 0.714], [-0.072, 2.688, 0.060], [-1.615, 1.980, -0.424], [-1.105, 1.856, 1.399], [0.551, 0.303, -2.154]], "lowdin_charge": [0.26, 0.03, -0.08, -0.16, 0.07, 0.09, 0.07, 0.09, 0.08, 0.12, 0.09, 0.17, 0.16], "multiplicity": 1, "lumo_ev": [-5.40, -5.40], "charge": 1, "orbital_gap_ev": [9.90, 9.90], "homo_energy_ev": [-15.3, -15.3]}


Arrangement S

{"formula": "C2H7N2O2", "method": "ωB97M-V/def2-TZVPD", "symbols": ["C", "C", "N", "N", "O", "O", "H", "H", "H", "H", "H", "H", "H"], "xyz": [[1.515, 0.046, -0.109], [-1.462, 0.267, -0.189], [2.222, 0.158, 0.956], [-2.134, -0.320, 0.763], [2.022, -0.448, -1.223], [-2.204, 0.294, -1.297], [0.058, 0.216, -0.232], [1.873, 0.522, 1.867], [3.161, -0.373, 1.197], [-1.624, -0.394, 1.610], [1.487, -0.082, -1.949], [-3.076, -0.714, 0.552], [-1.839, 0.828, -1.946]], "lowdin_charge": [-0.26, -0.21, 0.15, 0.16, 0.10, 0.09, 0.14, 0.15, 0.20, 0.11, 0.13, 0.17, 0.08], "multiplicity": 1, "lumo_ev": -3.41, "charge": 1, "orbital_gap_ev": 10.21, "homo_energy_ev": -13.6}


Stability verdict: arrangement S, ahead by 297.2 kJ/mol


Arrangement P

{"formula": "C2H10NSi", "method": "ωB97M-V/def2-TZVPD", "symbols": ["C", "C", "N", "Si", "H", "H", "H", "H", "H", "H", "H", "H", "H", "H"], "xyz": [[2.041, -0.022, 0.096], [-0.890, -0.494, -0.233], [-2.197, -0.050, 0.153], [0.478, 0.617, -0.780], [2.484, -0.843, -0.453], [2.944, 0.696, 0.162], [1.744, -0.272, 1.143], [-0.897, -1.591, -0.345], [1.044, -0.471, 1.853], [-2.574, -0.408, 1.066], [-1.987, 0.943, 0.068], [-3.023, -0.293, -0.560], [0.898, 0.401, -2.158], [-0.066, 1.788, -0.013]], "lowdin_charge": [-0.27, -0.25, 0.08, 0.65, 0.04, 0.08, -0.11, 0.09, 0.18, 0.19, 0.10, 0.24, -0.02, 0.00], "multiplicity": 1, "lumo_ev": [-4.21, -5.74], "charge": 1, "orbital_gap_ev": [9.84, 6.75], "homo_energy_ev": [-14.0, -12.5]}


Arrangement Q

{"formula": "C2H10NSi", "method": "ωB97M-V/def2-TZVPD", "symbols": ["C", "C", "N", "Si", "H", "H", "H", "H", "H", "H", "H", "H", "H", "H"], "xyz": [[-0.733, 2.145, 0.554], [0.485, -0.811, 0.320], [0.816, -1.956, -0.399], [-0.530, 0.661, -0.634], [-1.527, 1.931, 1.212], [0.209, 2.357, 1.089], [-0.773, 3.038, -0.046], [1.447, -0.455, 0.943], [-0.119, -1.071, 1.439], [1.370, -1.750, -1.318], [1.269, -2.606, 0.234], [-0.002, -2.453, -0.778], [0.035, 0.688, -1.961], [-1.947, 0.281, -0.656]], "lowdin_charge": [-0.23, -0.38, 0.06, 0.70, 0.01, 0.04, 0.02, 0.13, 0.18, 0.22, 0.17, 0.17, -0.06, -0.04], "multiplicity": 1, "lumo_ev": -3.99, "charge": 1, "orbital_gap_ev": 10.93, "homo_energy_ev": -14.9, "smiles": "C[SiH2]C[NH3+]"}


Arrangement R

{"formula": "C2H10NSi", "method": "ωB97M-V/def2-TZVPD", "symbols": ["C", "C", "N", "Si", "H", "H", "H", "H", "H", "H", "H", "H", "H", "H"], "xyz": [[-0.038, 1.669, -1.973], [0.719, -0.202, 1.206], [0.072, -1.531, 1.533], [-0.571, 0.174, -1.029], [0.831, 1.272, -2.568], [-0.707, 2.062, -2.627], [0.173, 2.419, -1.257], [1.829, -0.127, 1.278], [0.265, 0.411, 1.944], [-0.928, -1.163, 1.758], [-0.044, -2.255, 0.831], [0.443, -1.852, 2.436], [-0.473, -1.129, -1.593], [-1.571, 0.250, 0.061]], "lowdin_charge": [-0.23, -0.17, 0.05, 0.85, 0.07, 0.00, 0.03, 0.06, 0.03, 0.17, 0.13, 0.16, -0.08, -0.07], "multiplicity": 1, "lumo_ev": -3.77, "charge": 1, "orbital_gap_ev": 9.81, "homo_energy_ev": -13.6}


Arrangement S

{"formula": "C2H10NSi", "method": "ωB97M-V/def2-TZVPD", "symbols": ["C", "C", "N", "Si", "H", "H", "H", "H", "H", "H", "H", "H", "H", "H"], "xyz": [[0.676, -0.886, -1.094], [-0.023, -0.028, -0.116], [-1.368, -0.542, 0.228], [0.831, 1.131, 1.142], [1.023, -1.807, -0.615], [0.049, -1.170, -1.938], [1.555, -0.377, -1.478], [-0.576, 1.677, -1.361], [-1.892, -0.822, -0.615], [-1.897, 0.174, 0.741], [-1.282, -1.376, 0.832], [1.817, 1.900, 0.411], [1.406, 0.267, 2.180], [-0.320, 1.859, 1.682]], "lowdin_charge": [-0.13, -0.51, 0.15, 0.67, 0.10, 0.09, 0.09, 0.21, 0.17, 0.15, 0.18, -0.05, -0.06, -0.06], "multiplicity": 1, "lumo_ev": [-5.07, -4.93], "charge": 1, "orbital_gap_ev": [9.52, 8.85], "homo_energy_ev": [-14.6, -13.8]}


Stability verdict: arrangement Q, ahead by 85.6 kJ/mol


Arrangement P

{"formula": "CH5N2P", "method": "ωB97M-V/def2-TZVPD", "symbols": ["C", "N", "N", "P", "H", "H", "H", "H", "H"], "xyz": [[-0.164, 0.967, -1.129], [0.986, -1.553, 2.325], [-0.713, -0.269, -0.692], [-0.227, -0.719, 1.935], [-0.343, 1.814, -0.478], [0.908, 0.917, -1.417], [-0.556, 1.100, -2.229], [1.729, -2.208, 2.005], [-1.620, -0.049, -0.320]], "lowdin_charge": [-0.33, -0.43, -0.18, 0.79, 0.04, 0.06, 0.10, 0.01, -0.05], "multiplicity": 1, "lumo_ev": [-0.51, -0.68], "charge": 0, "orbital_gap_ev": [8.02, 6.45], "homo_energy_ev": [-8.5, -7.1]}


Arrangement Q

{"formula": "CH5N2P", "method": "ωB97M-V/def2-TZVPD", "symbols": ["C", "N", "N", "P", "H", "H", "H", "H", "H"], "xyz": [[-1.711, -0.116, -0.139], [1.834, 0.513, 0.063], [-1.712, -1.086, 0.683], [2.381, -0.825, -0.626], [-0.859, 0.154, -0.766], [-2.341, 0.755, -0.144], [2.404, 1.396, 0.279], [0.793, 0.752, 0.086], [-0.790, -1.543, 0.563]], "lowdin_charge": [-0.17, -0.51, 0.03, 0.51, 0.02, 0.05, 0.05, 0.00, 0.02], "multiplicity": 1, "lumo_ev": [-0.45, -0.44], "charge": 0, "orbital_gap_ev": [6.91, 6.91], "homo_energy_ev": [-7.4, -7.4]}


Stability verdict: arrangement Q, ahead by 66.0 kJ/mol